[1]
55
Properties=species:S:1:pos:R:3 method="wB97M-V/def2-TZVPD" e_tot_ha=-2279.9170 spin_multiplicity=1 total_charge=+1
Ru 2.291 0.384 0.296
S 3.959 -0.060 -1.075
C 5.015 0.750 0.037
S 4.087 1.317 1.355
C 6.378 0.895 -0.136
C 7.161 1.571 0.835
N 7.771 2.123 1.637
C 7.013 0.371 -1.291
N 7.507 -0.076 -2.228
C -2.252 2.567 -6.034
C -1.463 2.127 -4.841
C -1.001 3.048 -3.909
C -0.281 2.663 -2.789
C 0.182 3.747 -1.856
C -0.031 1.283 -2.602
C -0.495 0.321 -3.537
C -0.230 -1.153 -3.419
C -1.190 0.775 -4.642
C 0.703 0.821 -1.456
O 1.505 1.639 -0.743
O 0.755 -0.348 -0.985
H -2.236 3.648 -6.147
H -3.291 2.250 -5.935
H -1.860 2.115 -6.945
H -1.206 4.100 -4.060
H -0.338 4.672 -2.095
H 1.253 3.920 -1.967
H 0.001 3.517 -0.808
H 0.832 -1.358 -3.278
H -0.555 -1.651 -4.329
H -0.756 -1.594 -2.574
H -1.530 0.055 -5.375
C 1.149 -1.264 4.163
C 1.872 -0.867 3.056
N 1.278 -0.301 1.998
C -0.054 -0.129 2.008
C -0.853 -0.501 3.077
C -0.220 -1.072 4.179
C -2.303 -0.226 3.020
C -3.317 -1.046 3.306
C -3.293 -2.483 3.641
C -4.461 -3.109 4.057
C -4.388 -4.466 4.328
N -3.263 -5.157 4.189
C -2.208 -4.466 3.775
N -2.153 -3.172 3.496
H 1.662 -1.708 5.003
H 2.948 -0.982 3.008
H -0.488 0.305 1.115
H -0.802 -1.353 5.043
H -2.557 0.781 2.708
H -4.313 -0.622 3.244
H -5.387 -2.564 4.165
H -5.259 -5.015 4.665
H -1.287 -5.025 3.652

---

[2]
50
Properties=species:S:1:pos:R:3 method="wB97M-V/def2-TZVPD" e_tot_ha=-7947.3580 spin_multiplicity=1 total_charge=0
C -1.160 0.794 4.803
N -0.342 0.167 3.778
C -0.843 -0.393 2.651
C 0.213 -0.966 1.889
C 0.069 -1.701 0.720
C 1.150 -2.167 -0.096
C 2.273 -1.368 -0.419
C 3.392 -1.905 -1.053
C 3.397 -3.252 -1.443
C 2.256 -4.041 -1.223
C 1.147 -3.496 -0.587
C 1.430 -0.702 2.659
C 2.756 -1.078 2.552
C 3.696 -0.633 3.502
C 3.294 0.106 4.623
C 1.928 0.418 4.806
C 1.046 0.024 3.812
H -0.496 1.142 5.598
H -1.725 1.642 4.386
H -1.894 0.083 5.216
H -1.914 -0.377 2.458
H -0.938 -2.032 0.473
H 2.273 -0.319 -0.127
H 4.274 -1.278 -1.231
H 4.276 -3.678 -1.931
H 2.234 -5.082 -1.560
H 0.252 -4.090 -0.414
H 3.066 -1.716 1.737
H 4.756 -0.869 3.356
H 4.047 0.431 5.352
H 1.558 0.953 5.680
Br -4.175 5.459 -0.300
Zn -2.530 4.620 -1.694
Br -0.255 4.847 -1.859
C -3.458 2.591 -2.361
C -2.892 2.010 -1.173
C -2.033 0.939 -1.539
C -1.989 0.878 -2.965
C -2.843 1.933 -3.485
C -2.908 2.153 -4.854
C -2.324 1.230 -5.732
C -1.633 0.111 -5.230
C -1.461 -0.065 -3.849
H -4.362 3.221 -2.438
H -3.046 2.417 -0.172
H -1.539 0.210 -0.895
H -3.424 3.035 -5.229
H -2.417 1.359 -6.817
H -1.220 -0.619 -5.933
H -0.961 -0.946 -3.442

---

[3]
55
Properties=species:S:1:pos:R:3 method="wB97M-V/def2-TZVPD" relative_energy_kcal_mol=0.0 spin_multiplicity=4 total_charge=+1
Co 0.536 0.057 0.978
Br 2.577 -5.967 -1.078
C 2.054 -4.275 -0.470
C 2.924 -3.501 0.278
C 2.489 -2.256 0.693
N 1.275 -1.790 0.397
C 0.422 -2.547 -0.311
C 0.784 -3.801 -0.770
C -0.927 -1.951 -0.551
C -1.930 -2.620 -1.230
C -3.155 -1.991 -1.397
Br -4.534 -2.870 -2.308
C -3.351 -0.718 -0.889
C -2.299 -0.120 -0.224
N -1.118 -0.717 -0.055
H 3.912 -3.853 0.536
H 3.110 -1.604 1.293
H 0.108 -4.414 -1.345
H -1.781 -3.612 -1.625
H -4.293 -0.203 -1.003
H -2.399 0.875 0.192
Br 4.086 -1.257 4.318
C 2.793 -0.288 5.310
C 3.015 -0.188 6.674
C 2.092 0.459 7.480
C 0.934 0.988 6.931
C 0.711 0.871 5.571
C 1.641 0.252 4.738
C 1.338 0.223 3.281
O 2.229 0.247 2.407
O 0.108 0.203 2.913
H 3.907 -0.624 7.101
H 2.278 0.538 8.543
H 0.207 1.483 7.560
H -0.194 1.261 5.125
C 2.157 3.216 1.007
P 1.035 2.183 0.025
C 1.697 2.250 -1.664
C -0.540 3.080 -0.002
C -1.089 3.642 -1.150
C -2.336 4.253 -1.100
C -3.037 4.308 0.095
C -2.496 3.747 1.245
C -1.257 3.128 1.197
H 1.758 3.315 2.016
H 2.270 4.205 0.564
H 3.124 2.720 1.077
H 1.821 3.276 -2.011
H 1.039 1.714 -2.348
H 2.671 1.760 -1.668
H -0.552 3.610 -2.090
H -2.755 4.691 -1.996
H -4.005 4.791 0.132
H -3.041 3.789 2.180
H -0.852 2.667 2.093

---

[4]
67
Properties=species:S:1:pos:R:3 method="wB97M-V/def2-TZVPD" relative_energy_kcal_mol=4.0 spin_multiplicity=1 total_charge=+1
Mo 0.222 -0.145 -1.851
Br 6.716 -1.927 -3.405
C 4.855 -1.753 -3.413
C 4.089 -2.321 -4.463
Br 4.936 -3.244 -5.851
C 2.703 -2.205 -4.481
Br 1.592 -2.934 -5.793
C 2.108 -1.511 -3.443
O 0.817 -1.236 -3.289
C 2.865 -0.938 -2.421
O 2.082 -0.275 -1.572
C 4.240 -1.056 -2.377
Br 5.145 -0.271 -0.940
O -1.489 2.646 -1.691
P -0.903 2.456 -3.156
O -0.605 3.664 -3.887
O 0.267 1.396 -2.870
O -2.005 1.500 -3.868
P -2.190 -0.088 -3.779
O -3.719 -0.274 -3.509
O -1.589 -0.858 -4.850
O -1.528 -0.397 -2.324
H -1.951 3.487 -1.589
H -4.194 -0.643 -4.262
C 1.430 -3.635 -0.138
C 0.249 -4.310 -0.858
C -0.643 -3.151 -1.313
O -0.018 -1.942 -0.753
C 0.805 -2.364 0.382
H 2.227 -3.391 -0.842
H 1.846 -4.246 0.660
H -0.297 -4.950 -0.168
H 0.573 -4.917 -1.700
H -1.651 -3.203 -0.910
H -0.686 -3.020 -2.390
H 0.129 -2.541 1.218
H 1.492 -1.559 0.624
O 1.753 2.442 -0.527
C 0.936 1.948 0.193
N 0.529 2.343 1.417
C -0.547 1.567 2.012
C -0.785 0.527 0.912
O -1.581 -0.359 0.936
N 0.160 0.758 -0.132
C -1.764 2.452 2.269
C -1.670 3.383 3.299
C -2.716 4.254 3.553
C -3.874 4.192 2.788
C -3.975 3.261 1.766
C -2.922 2.393 1.502
C -0.103 0.802 3.261
C 1.225 0.786 3.663
C 1.600 0.075 4.800
C 0.652 -0.627 5.525
C -0.677 -0.623 5.113
C -1.055 0.090 3.989
H 0.861 3.210 1.808
H -0.779 3.417 3.918
H -2.631 4.976 4.355
H -4.698 4.863 2.996
H -4.880 3.203 1.174
H -3.021 1.665 0.707
H 1.976 1.325 3.099
H 2.636 0.077 5.114
H 0.943 -1.173 6.413
H -1.421 -1.171 5.676
H -2.092 0.101 3.674